No. 1
Entry from the Open Molecules 2025 dataset: a structure of composition FeH8O12S2 in a non-equilibrium geometry (ωB97M-V with the def2-TZVPD basis set).

Calculated values
⟨S²⟩ = 8.7648
Calculated total energy = -2967.7750 hartree
Multiplicity = 6
Energy above the lowest of the compared OMol25 structures with the same formula, charge and spin = 105.0 kJ/mol
Frontier orbital gap (spin up / spin down) = 5.264 / 5.151 eV
HOMO level (spin up / spin down) = -4.34 / -4.27 eV
Charge = -1

```
23
Properties=species:S:1:pos:R:3:lowdin_spin:R:1
Fe 0.3562 -0.0337 0.3699 4.10
S 0.0194 0.1365 -2.9221 0.01
O -1.2737 0.6629 -3.3622 0.04
O 0.2194 -1.1814 -3.4972 0.03
O 1.0947 1.0523 -3.3414 0.03
O 0.0071 0.1771 -1.4535 0.22
S -2.8615 -0.0931 1.0283 0.00
O -3.4375 0.7992 0.0654 0.08
O -3.6180 -1.3521 0.9797 0.06
O -1.4533 -0.2966 0.6802 0.25
O -2.9739 0.6148 2.2727 0.02
O 0.8571 -0.6343 2.2301 0.04
H 0.3078 -1.2603 2.7412 0.00
H 1.7781 -0.8471 2.4840 0.00
O 2.4107 0.5566 0.1419 0.03
H 2.6578 1.4964 0.2182 0.00
H 2.9892 0.0291 -0.4081 0.00
O 0.9447 -1.9580 -0.1074 0.04
H 0.1737 -2.4385 -0.4584 0.00
H 1.6126 -2.6169 -0.4254 0.01
O 0.1414 1.9984 0.8351 0.04
H 0.1597 2.7641 0.2330 0.00
H -0.1119 2.4246 1.6959 0.00
```

No. 2
Entry from the Open Molecules 2025 dataset: a structure of composition C7H10 (ωB97M-V with the def2-TZVPD basis set).

Calculated values
Calculated total energy = -272.5235 hartree
Energy above the lowest of the compared OMol25 structures with the same formula, charge and spin = 510.6 kJ/mol
Frontier orbital gap (spin up / spin down) = 7.775 / 7.776 eV
HOMO level (spin up / spin down) = -7.32 / -7.32 eV

```
17
Properties=species:S:1:pos:R:3:mulliken_charge:R:1
C 0.0380 2.0287 -0.4849 -1.46
C -0.0314 0.5606 -0.1259 0.71
C 1.2139 -0.2553 0.2141 -0.82
C 0.3707 -1.5431 0.1119 -0.11
C -0.1247 -1.2878 -1.3191 -0.77
C -0.7563 -1.2108 1.1114 -0.49
C -1.0341 0.0721 0.9015 -0.56
H -0.9343 2.4295 -0.7891 0.36
H 0.3667 2.5984 0.3961 0.37
H 0.7598 2.2198 -1.2849 0.37
H 1.6300 -0.0236 1.1994 0.31
H 1.9856 -0.2022 -0.5597 0.34
H 0.8592 -2.5126 0.2521 0.46
H -1.1783 -1.6082 -1.4000 0.22
H -0.1203 -0.0518 -1.3550 0.24
H -1.2495 -1.9115 1.7758 0.41
H -1.7949 0.6979 1.3562 0.42
```

No. 3
Entry from the Open Molecules 2025 dataset: the ion C3H8NOS with charge +1 in a non-equilibrium geometry (ωB97M-V with the def2-TZVPD basis set).

Calculated values
Calculated total energy = -647.0129 hartree
Energy above the lowest of the compared OMol25 structures with the same formula, charge and spin = 30.3 kJ/mol
Frontier orbital gap = 9.602 eV
SMILES = [NH3+][C@H](C=O)CS
HOMO level = -13.55 eV
Charge = +1

```
14
Properties=species:S:1:pos:R:3:mulliken_charge:R:1
N 0.6175 1.0487 1.0731 -0.27
C 0.4684 -0.0121 0.0045 -0.07
C 0.4355 0.8011 -1.3203 0.12
O 0.6745 1.9715 -1.2927 -0.46
C -0.8312 -0.7957 0.1881 -0.96
S -0.9826 -2.0121 -1.1782 -0.18
H -0.1749 0.9744 1.7173 0.36
H 1.4773 0.9361 1.6057 0.34
H 0.5662 1.9703 0.6059 0.35
H 1.3710 -0.6187 0.0421 0.29
H 0.1366 0.2347 -2.2004 0.41
H -0.8292 -1.2954 1.1544 0.47
H -1.6777 -0.1231 0.0327 0.41
H -1.2515 -3.0797 -0.4321 0.19
```

No. 4
Entry from the Open Molecules 2025 dataset: a structure of composition C3H3LiO4Zn in a non-equilibrium geometry (ωB97M-V with the def2-TZVPD basis set).

Calculated values
Calculated total energy = -2203.8800 hartree
Energy above the lowest of the compared OMol25 structures with the same formula, charge and spin = 168.4 kJ/mol
Frontier orbital gap = 3.997 eV
HOMO level = -4.97 eV

```
12
Properties=species:S:1:pos:R:3:mulliken_charge:R:1
O -0.0869 -0.6888 -0.5807 -0.84
C -0.5457 -0.4061 0.5631 0.25
C 0.5012 0.1791 1.4592 -0.02
H 0.6446 -0.5459 2.2795 0.33
H 0.0898 1.0969 1.9150 0.32
C -1.1509 -0.2136 -2.4285 0.78
O -0.1524 0.1957 -2.9149 -0.51
O -2.2937 -0.2084 -2.1089 -0.29
Li 1.5886 0.1275 -1.1101 0.83
Zn -2.7204 -0.6831 0.8052 -0.55
O 1.7114 0.4392 0.7623 -0.55
H 2.4145 0.7077 1.3589 0.26
```

No. 5
Entry from the Open Molecules 2025 dataset: the molecule C4H9NOSi in a non-equilibrium geometry (ωB97M-V with the def2-TZVPD basis set).

Calculated values
Calculated total energy = -577.2046 hartree
Energy above the lowest of the compared OMol25 structures with the same formula, charge and spin = 393.1 kJ/mol
Frontier orbital gap = 9.427 eV
HOMO level = -9.57 eV

```
16
Properties=species:S:1:pos:R:3:mulliken_charge:R:1
C -0.3354 -1.1592 -0.4876 0.32
C -1.4498 -1.8628 0.0911 -0.24
C -1.9422 -0.6840 0.8220 -0.28
C 2.2926 1.4566 0.2036 -1.01
N -0.0662 -0.0868 0.2564 -0.15
O 0.2755 -1.4205 -1.5071 -0.63
Si 0.5674 1.3108 -0.6145 0.34
H -2.2582 -2.2314 -0.6635 0.21
H -1.1354 -2.7766 0.5142 0.25
H -2.6220 0.0269 0.3714 0.26
H -1.9730 -0.7032 1.9721 0.21
H 3.3001 1.2913 -0.3693 0.30
H 2.5492 2.4854 0.6674 0.30
H 2.4559 0.8240 1.1135 0.34
H -0.1147 2.5743 -0.3189 -0.14
H 0.4563 0.9553 -2.0509 -0.09
```

No. 6
Entry from the Open Molecules 2025 dataset: a structure of composition C33H40N4P2SnTe in a non-equilibrium geometry (ωB97M-V with the def2-TZVPD basis set).

Calculated values
Calculated total energy = -2664.7224 hartree
Energy above the lowest of the compared OMol25 structures with the same formula, charge and spin = 174.3 kJ/mol
Frontier orbital gap (spin up / spin down) = 4.044 / 4.106 eV
HOMO level (spin up / spin down) = -12.97 / -12.98 eV
Charge = +2

```
81
Properties=species:S:1:pos:R:3:mulliken_charge:R:1
Sn 0.0307 2.1772 0.8008 1.05
C -2.0101 1.7609 -4.6377 -0.76
C -2.1232 0.4649 -4.3312 -0.38
C -1.2263 -0.6074 -4.8863 -0.90
C 0.2967 -0.2865 -4.8352 -1.36
C 0.7725 0.5155 -3.6643 0.29
C 0.7187 1.8480 -3.5585 -0.08
C 0.3987 2.6954 -4.7611 -1.24
C -0.9283 2.3681 -5.4819 -0.82
C 1.2064 2.0700 2.7576 -1.29
H -2.8671 2.4146 -4.4289 0.64
H -3.0584 0.1140 -3.8671 0.99
H -1.5111 -0.7702 -5.9488 0.36
H -1.4300 -1.5657 -4.3703 0.33
H 0.8389 -1.2462 -4.8141 0.39
H 0.5642 0.2032 -5.7818 0.44
H 1.3821 -0.0715 -2.9655 0.44
H 1.1107 2.3612 -2.6782 0.47
H 1.2253 2.5563 -5.4828 0.29
H 0.3946 3.7541 -4.4775 0.34
H -1.3408 3.2914 -5.9188 0.47
H -0.6933 1.6988 -6.3199 0.34
H 0.5793 1.9873 3.6589 0.50
H 1.9240 2.9031 2.8281 0.41
H 1.8013 1.1453 2.6579 0.16
P 1.6323 -0.2038 0.3169 0.15
P -1.7020 -1.3681 0.8183 -0.36
N 2.9583 0.8223 -0.6097 0.81
N 2.7593 -1.5034 0.7893 0.73
N -2.2553 0.0739 0.0666 0.21
N -3.1789 -2.1921 0.8690 0.54
C 0.6321 -1.1127 -0.8809 -0.07
C -0.5727 -2.0210 -0.4620 -1.10
C 3.1513 2.1836 -0.3869 -0.61
C 4.2230 2.6367 -1.1449 -0.65
C 4.7619 1.5041 -1.8197 -0.86
C 3.9705 0.4067 -1.4716 -0.40
C 3.5352 -1.2874 1.9412 -0.68
C 4.1588 -2.4758 2.2869 -0.64
C 3.7896 -3.4579 1.3145 -0.81
C 2.9473 -2.8295 0.3962 -0.39
C -2.3405 1.2906 0.8026 -0.99
C -2.6778 2.3034 -0.1362 -1.26
C -2.6840 1.7217 -1.4155 0.02
C -2.4229 0.3644 -1.2617 -0.05
C -4.1638 -2.4216 -0.1102 -0.21
C -5.1952 -3.1409 0.4837 -0.63
C -4.8700 -3.2919 1.8739 -0.62
C -3.6590 -2.6798 2.0913 -0.41
H 1.3709 -1.7093 -1.4320 1.11
H 0.2335 -0.3837 -1.5960 -1.25
H -1.1600 -2.2377 -1.3794 0.47
H -0.2035 -2.9992 -0.0930 0.51
H 2.5491 2.7223 0.3346 0.24
H 4.5636 3.6605 -1.1988 0.48
H 5.6207 1.4819 -2.4737 0.48
H 4.0464 -0.6334 -1.7511 0.50
H 3.5442 -0.3077 2.3979 0.49
H 4.8118 -2.6128 3.1347 0.48
H 4.1090 -4.4877 1.2707 0.47
H 2.4927 -3.1953 -0.5126 0.53
H -2.6708 1.1414 1.8283 0.73
H -2.8820 3.3294 0.1356 0.58
H -2.8544 2.2023 -2.3666 0.31
H -2.3908 -0.4347 -1.9834 0.42
H -4.0521 -2.0347 -1.1132 0.41
H -6.0749 -3.5300 -0.0088 0.46
H -5.4503 -3.7984 2.6222 0.47
H -3.0538 -2.4942 2.9579 0.37
Te -0.5573 -0.6835 3.0547 0.82
C -0.3398 -0.1838 5.1978 0.21
C -1.2818 0.5972 5.8904 -0.26
C -1.0526 0.8996 7.2542 -0.56
C 0.1244 0.4534 7.8833 -0.43
C 1.0441 -0.3508 7.1784 -0.60
C 0.8224 -0.6675 5.8218 -0.17
H -2.1763 0.9426 5.3700 0.37
H -1.7863 1.4550 7.8554 0.38
H 0.3176 0.7071 8.9330 0.39
H 1.9347 -0.7085 7.7042 0.39
H 1.5490 -1.2431 5.2388 0.39
```